(1)
# C3H5N3O

A structure of composition C3H5N3O (the ωB97M-V functional and the def2-TZVPD basis, the OMol25 dataset).

The HOMO energy comes out at -9.2 eV. The LUMO energy is 0.02030 Ha. The value obtained for the frontier orbital gap is 0.359 hartree. The spin multiplicity is 1.

Geometry (Å):
H  -2.29  1.30  0.22
C  -1.50  -0.64  0.12
H  2.52  -0.44  -0.48
N  -0.17  -1.00  -0.02
C  0.63  0.15  -0.01
H  2.40  0.95  0.43
C  -0.18  1.31  0.21
N  -1.44  0.75  0.20
H  0.39  0.90  -1.01
H  0.13  -1.96  -0.04
O  -2.48  -1.35  0.14
N  2.00  0.03  0.25



(2)
# C3H5N3O

The molecule C3H5N3O (the ωB97M-V functional and the def2-TZVPD basis, the OMol25 dataset).

The HOMO energy comes out at -7.8 eV. The LUMO energy is 0.03161 Ha. Its SMILES is Nc1nc(O)c[nH]1. The value obtained for the frontier orbital gap is 0.319 hartree. The spin multiplicity is 1.

Geometry (Å):
H  0.58  1.17  -2.15
H  1.95  -0.51  -0.76
C  -0.71  -0.63  0.94
N  1.07  -0.39  -0.27
C  0.34  0.74  -0.30
H  0.70  -2.34  0.62
C  0.38  -1.32  0.50
N  -0.74  0.65  0.45
H  -0.16  2.34  -1.29
O  -1.70  -1.07  1.74
H  -2.33  -0.33  1.80
N  0.62  1.69  -1.28



Energies relative to the minimum, kcal/mol: (1) 41.7; (2) 0.0